{
  "formula": "C32H30FeN11O3SSe",
  "method": "ωB97M-V with the def2-TZVPD basis set",
  "charge": 1,
  "homo_energy_ev": [-10.42, -10.41],
  "spin_multiplicity": 5,
  "s_squared": 6.0075,
  "total_energy_ev": -166768.686,
  "elements": ["Fe", "Se", "N", "C", "C", "C", "C", "C", "N", "C", "C", "N", "C", "C", "C", "C", "C", "N", "H", "H", "H", "H", "H", "H", "N", "C", "C", "C", "C", "C", "C", "N", "C", "C", "C", "C", "N", "C", "C", "H", "H", "H", "H", "H", "H", "H", "H", "H", "C", "C", "C", "O", "C", "H", "H", "H", "H", "H", "H", "H", "H", "C", "C", "C", "N", "N", "C", "N", "S", "H", "H", "H", "H", "H", "H", "H", "O", "N", "O"],
  "xyz": [[-0.119, -0.343, -0.121], [6.253, 3.909, -2.725], [6.095, 2.459, -1.725], [4.820, 2.193, -1.627], [4.276, 1.066, -0.878], [5.076, 0.118, -0.239], [4.470, -0.915, 0.439], [3.079, -0.960, 0.482], [2.313, -0.064, -0.120], [2.891, 0.923, -0.805], [1.992, 1.846, -1.492], [0.680, 1.617, -1.359], [-0.169, 2.422, -1.985], [0.238, 3.487, -2.783], [1.586, 3.731, -2.919], [2.489, 2.902, -2.256], [3.934, 3.098, -2.318], [4.508, 4.077, -2.964], [6.152, 0.215, -0.297], [5.052, -1.683, 0.929], [2.562, -1.748, 1.015], [-1.218, 2.207, -1.849], [-0.497, 4.100, -3.284], [1.965, 4.547, -3.520], [0.578, -2.355, 7.045], [0.993, -2.160, 8.344], [0.829, -2.907, 9.508], [1.382, -2.384, 10.658], [2.084, -1.165, 10.651], [2.247, -0.434, 9.496], [1.682, -0.939, 8.323], [1.674, -0.416, 7.045], [1.016, -1.277, 6.320], [0.776, -1.104, 4.886], [1.228, 0.053, 4.257], [1.024, 0.205, 2.904], [0.401, -0.708, 2.148], [-0.049, -1.815, 2.751], [0.118, -2.049, 4.104], [0.056, -3.143, 6.706], [0.297, -3.850, 9.513], [1.274, -2.923, 11.590], [2.506, -0.801, 11.579], [2.791, 0.502, 9.483], [1.733, 0.809, 4.842], [1.370, 1.094, 2.388], [-0.555, -2.532, 2.121], [-0.268, -2.969, 4.523], [-4.225, 0.836, 0.513], [-3.868, -0.074, 1.703], [-2.529, 0.479, 2.155], [-1.869, 0.867, 0.935], [-2.899, 1.528, 0.165], [-4.981, 1.571, 0.783], [-4.580, 0.254, -0.331], [-3.744, -1.105, 1.368], [-4.612, -0.043, 2.495], [-1.906, -0.237, 2.675], [-2.663, 1.365, 2.783], [-2.645, 1.428, -0.882], [-2.918, 2.582, 0.450], [-5.582, -0.016, -3.547], [-4.931, -1.306, -3.035], [-3.447, -1.163, -2.922], [-2.831, -0.693, -1.901], [-1.470, -0.635, -2.050], [-1.065, -1.077, -3.216], [0.222, -1.069, -3.633], [-2.369, -1.590, -4.230], [-6.661, -0.147, -3.627], [-5.198, 0.250, -4.533], [-5.382, 0.809, -2.863], [-5.161, -2.129, -3.712], [-5.319, -1.554, -2.047], [0.906, -1.031, -2.892], [0.464, -1.662, -4.408], [-0.654, -2.604, 0.053], [0.231, -3.078, -0.685], [0.951, -2.203, -1.197]]
}